Entry 1:
The following is a DFT calculation (ωB97M-V with the def2-TZVPD basis set) of a structure of composition C46H55As3BrFeO2P2.

Geometry as XYZ:
```
110
C46H55As3BrFeO2P2 (ωB97M-V with the def2-TZVPD basis set)
Fe 1.34687 -0.34894 -0.17184
Br 3.02110 -2.19217 0.36274
C 4.52028 -1.07840 0.66301
C 5.71756 -1.62073 0.99229
C 6.78255 -0.73594 1.28574
C 6.57360 0.60956 1.28250
C 5.30453 1.16143 0.96244
C 5.06215 2.55160 1.05618
C 3.81448 3.04310 0.83230
C 2.76531 2.17991 0.41915
C 2.98365 0.84787 0.23165
C 4.24306 0.29589 0.58536
H 5.85812 -2.69156 1.04422
H 7.75135 -1.14295 1.54055
H 7.37784 1.28546 1.54486
H 5.87361 3.20720 1.34620
H 3.61448 4.10154 0.94864
H 1.78796 2.61090 0.28166
O 1.17535 -0.12879 1.73909
P 0.23304 -0.02260 2.91656
C -1.15403 1.01936 2.40363
P -1.84593 0.50305 0.81185
O -0.73613 0.15939 -0.17082
C -2.93912 -0.86608 1.14863
C -4.17631 -0.65606 1.75948
C -5.00301 -1.73450 2.02508
C -4.60078 -3.01987 1.67942
C -3.37108 -3.23099 1.07285
C -2.54117 -2.15196 0.80687
C -2.84995 1.87403 0.26094
C -3.39822 2.78544 1.16593
C -4.21974 3.80615 0.71236
C -4.49699 3.92267 -0.64261
C -3.95591 3.01938 -1.54782
C -3.13545 1.99866 -1.09747
C 1.00568 0.78767 4.29164
C 1.05028 0.21198 5.55966
C 1.69035 0.87982 6.59454
C 2.28757 2.10860 6.36110
C 2.25891 2.67966 5.09242
C 1.62114 2.02261 4.05710
C -0.41014 -1.60111 3.43301
C 0.25453 -2.75830 3.03304
C -0.21317 -4.00001 3.43875
C -1.34449 -4.08622 4.23635
C -2.00970 -2.93401 4.64000
C -1.54075 -1.69245 4.24701
H -0.77023 2.03852 2.30337
H -1.92878 1.01824 3.17377
H -4.51102 0.34498 2.00742
H -5.96649 -1.57451 2.49045
H -5.25338 -3.85924 1.88136
H -3.06075 -4.23500 0.81177
H -1.57057 -2.29736 0.35518
H -3.18767 2.71540 2.22639
H -4.64097 4.51175 1.41570
H -5.13693 4.72128 -0.99388
H -4.17719 3.10950 -2.60327
H -2.71789 1.28883 -1.79601
H 0.59618 -0.75318 5.74225
H 1.72590 0.43666 7.58045
H 2.78612 2.62539 7.17051
H 2.73814 3.63317 4.91557
H 1.62539 2.45517 3.06202
H 1.14679 -2.68002 2.42647
H 0.31027 -4.90001 3.14250
H -1.70826 -5.05457 4.55467
H -2.88797 -3.00524 5.26764
H -2.05873 -0.79975 4.58021
C -0.07663 -3.70842 -1.38648
As 0.82067 -2.07722 -1.94201
C 2.39618 -2.88413 -2.74319
C -0.30817 -1.66546 -3.46001
C 0.05999 -0.47695 -4.34531
C 1.49110 -0.61447 -4.87491
C -0.09221 0.82718 -3.56973
As 1.14866 1.25984 -2.12289
C 2.71857 1.92674 -3.03667
C 0.30122 2.94318 -1.64948
C -0.86301 -0.47496 -5.58636
As -2.82586 -0.15592 -5.67508
C -3.54898 -0.85321 -3.98458
C -2.93276 1.75305 -5.22341
H 0.17019 -4.46886 -2.12602
H -1.15340 -3.55841 -1.36990
H 0.26131 -4.03702 -0.40408
H 2.12225 -3.29851 -3.71249
H 2.73812 -3.68791 -2.09597
H 3.20165 -2.16442 -2.86220
H -1.30578 -1.54261 -3.04006
H -0.31727 -2.58758 -4.04846
H 2.23200 -0.64081 -4.07465
H 1.74002 0.22561 -5.52564
H 1.60384 -1.52979 -5.45864
H -1.08083 0.88057 -3.11679
H -0.00463 1.67634 -4.25268
H 2.39463 2.53428 -3.88137
H 3.35145 1.11687 -3.38781
H 3.28757 2.53927 -2.34067
H -0.13676 3.34797 -2.56158
H 1.03134 3.65474 -1.27662
H -0.48271 2.78898 -0.91324
H -0.74290 -1.43838 -6.08958
H -0.47872 0.26719 -6.29416
H -3.51429 -1.94241 -3.98281
H -4.59721 -0.55326 -3.95866
H -3.06489 -0.47219 -3.08698
H -2.37242 2.32969 -5.95910
H -2.57531 2.00171 -4.22509
H -3.98129 2.04040 -5.30544
```

Results
Total charge: +2
Orbital gap (alpha / beta), eV: 6.813 / 7.939
Energy relative to the best compared isomer or geometry (same formula, charge and spin), kJ/mol: 5.39
Spin multiplicity: 2
Molar mass, g/mol: 1062.407

---

Entry 2:
The following is a DFT calculation (ωB97M-V with the def2-TZVPD basis set) of a structure of composition C46H55BBrClF4N5O4PdS.

Geometry as XYZ:
```
119
C46H55BBrClF4N5O4PdS (ωB97M-V with the def2-TZVPD basis set)
Pd 0.25490 -0.38259 -0.11088
C -2.82875 -7.30233 -0.27085
C -3.63774 -6.42765 -1.25414
C -3.86098 -7.20434 -2.55297
C -5.01349 -6.07354 -0.63139
C -2.92407 -5.12634 -1.45095
C -2.54910 -4.39431 -0.27591
C -1.90575 -3.22818 -0.38878
Br -1.45680 -2.31493 1.14655
C -1.55030 -2.65153 -1.75798
O -0.90396 -1.64718 -1.86647
C -2.04208 -3.43927 -2.98474
C -2.66742 -4.62203 -2.74920
C -1.81546 -2.93184 -4.37870
C -2.43165 -3.86101 -5.42900
C -2.43958 -1.53048 -4.53404
C -0.29629 -2.85964 -4.62983
H -3.29532 -8.28646 -0.23045
H -2.82136 -6.89979 0.74095
H -1.79615 -7.42929 -0.60064
H -4.38136 -8.13236 -2.31885
H -2.91800 -7.46547 -3.03764
H -4.48264 -6.65490 -3.26126
H -5.54187 -7.00737 -0.43554
H -5.61657 -5.47267 -1.31374
H -4.91608 -5.53393 0.31085
H -2.77767 -4.78902 0.70213
H -2.99011 -5.21143 -3.58784
H -3.50984 -3.97868 -5.29638
H -1.96257 -4.84813 -5.44108
H -2.27200 -3.41348 -6.40890
H -3.50704 -1.53987 -4.30173
H -2.32482 -1.22957 -5.57620
H -1.96498 -0.78116 -3.90841
H 0.19555 -3.81624 -4.43883
H 0.16338 -2.10075 -4.01066
H -0.14242 -2.59377 -5.67671
C 4.67010 -1.65678 -6.21199
C 3.98665 -1.99590 -4.91371
C 3.19111 -1.05787 -4.26124
C 2.59635 -1.34666 -3.04414
C 2.79255 -2.59788 -2.47336
C 3.58679 -3.55124 -3.10135
C 4.16761 -3.24600 -4.32141
S 2.11164 -2.98631 -0.89231
O 3.06052 -3.81168 -0.20812
O 0.78123 -3.52419 -1.07958
N 1.96069 -1.54279 -0.13599
C 3.12031 -0.94402 0.39047
C 4.40721 -1.13982 -0.05623
C 5.50678 -0.58904 0.62833
C 5.33458 0.15962 1.75585
C 4.02902 0.39400 2.24172
C 3.76081 1.14212 3.41095
C 2.46996 1.33182 3.81061
C 1.43728 0.79480 3.01978
N 1.65276 0.11591 1.91970
C 2.92762 -0.12553 1.53510
H 4.17597 -0.82858 -6.71834
H 4.68784 -2.51413 -6.88481
H 5.70596 -1.36360 -6.02918
H 3.03618 -0.08418 -4.71147
H 1.98109 -0.60308 -2.55194
H 3.74896 -4.51264 -2.63061
H 4.78437 -3.98577 -4.81851
H 4.59630 -1.75510 -0.92498
H 6.50268 -0.76854 0.24468
H 6.17980 0.59506 2.27366
H 4.58697 1.55513 3.97801
H 2.22129 1.89116 4.70389
H 0.40277 0.95866 3.30637
C 1.38340 7.01613 2.91460
C 0.75414 5.82522 2.17068
C 1.35687 5.83304 0.75759
C 1.17451 4.54499 2.89524
C -0.80055 5.98963 2.09989
O -1.07931 7.23264 1.42973
C -1.53829 6.05314 3.46359
C -2.18388 4.80609 4.08088
C -1.36628 3.93946 5.01510
C -1.61103 2.56983 5.05223
C -0.95235 1.73640 5.94524
C -0.02942 2.27979 6.82178
Cl 0.82331 1.24271 7.92733
C 0.22290 3.64013 6.82263
C -0.44912 4.45751 5.92419
C -1.51018 5.05293 1.10163
N -1.28020 3.61616 1.18772
C -0.40140 2.88594 0.51140
N -0.52623 1.61267 0.83207
C -1.59659 1.61761 1.67749
N -2.07882 2.80390 1.92716
H 2.45965 6.85162 2.98957
H 1.01156 7.14016 3.93121
H 1.24691 7.95516 2.37308
H 2.42461 6.05360 0.81467
H 0.89084 6.59761 0.13519
H 1.26188 4.87031 0.25607
H 2.26641 4.49998 2.93876
H 0.83299 3.63787 2.39177
H 0.80427 4.51740 3.91705
H -0.83468 7.95796 2.01479
H -2.35649 6.75030 3.27578
H -0.89839 6.54824 4.19257
H -2.60588 4.17280 3.30092
H -3.04182 5.15854 4.66118
H -2.33784 2.14757 4.36650
H -1.15377 0.67331 5.96763
H 0.93443 4.05661 7.52351
H -0.24674 5.52234 5.94782
H -1.22753 5.36597 0.09913
H -2.58272 5.21144 1.19398
H 0.30561 3.28395 -0.19594
H -2.02221 0.72611 2.10960
F -0.33776 1.04861 -2.03355
B -1.76402 1.28931 -1.97382
F -2.30675 1.04210 -3.22597
F -1.98145 2.58687 -1.54137
F -2.28398 0.35290 -1.02798
```

Results
Total charge: +1
Orbital gap (alpha / beta), eV: 4.340 / 4.333
Energy relative to the best compared isomer or geometry (same formula, charge and spin), kJ/mol: 164.38
Molar mass, g/mol: 1082.625